C51H60F3MnN3O4P2SSi | wB97M-V/def2-TZVPD

Geometry as XYZ:
```
126
Properties=species:S:1:pos:R:3
Mn 0.218 -0.516 0.472
C -0.660 5.044 -1.076
C -1.307 3.799 -1.684
C -0.540 3.412 -2.947
P -1.255 2.335 -0.510
C -2.439 2.976 0.804
C -3.921 3.173 0.500
C -2.268 2.278 2.155
C -2.045 1.146 -1.679
C -3.275 1.445 -2.266
C -3.733 0.861 -3.437
C -2.861 0.009 -4.107
C -1.641 -0.325 -3.563
C -1.220 0.131 -2.279
N -0.075 -0.312 -1.684
C 0.630 -1.339 -2.348
C -0.012 -2.563 -2.642
C 0.634 -3.586 -3.298
C 1.981 -3.458 -3.637
C 2.647 -2.299 -3.289
C 1.998 -1.221 -2.668
P 2.846 0.356 -2.226
C 3.479 0.938 -3.893
C 2.278 1.228 -4.791
C 4.505 0.102 -4.655
C 4.391 -0.294 -1.423
C 4.022 -0.845 -0.042
C 5.403 0.845 -1.276
H -0.670 5.865 -1.801
H 0.383 4.839 -0.818
H -1.171 5.396 -0.178
H -2.346 4.023 -1.955
H 0.428 2.991 -2.668
H -0.355 4.293 -3.571
H -1.075 2.668 -3.540
H -2.001 3.971 0.944
H -4.424 2.207 0.429
H -4.097 3.728 -0.424
H -4.398 3.731 1.314
H -2.877 1.380 2.213
H -2.600 2.943 2.961
H -1.226 2.008 2.341
H -3.894 2.198 -1.803
H -4.706 1.110 -3.842
H -3.128 -0.396 -5.079
H -0.989 -0.968 -4.136
H -1.043 -2.680 -2.333
H 0.098 -4.505 -3.509
H 2.507 -4.265 -4.134
H 3.704 -2.222 -3.505
H 3.943 1.897 -3.638
H 1.753 0.301 -5.040
H 2.595 1.697 -5.728
H 1.564 1.886 -4.301
H 4.026 -0.749 -5.142
H 5.302 -0.279 -4.015
H 4.973 0.704 -5.442
H 4.836 -1.097 -2.021
H 3.136 -1.486 -0.068
H 3.807 -0.025 0.647
H 4.845 -1.436 0.371
H 4.936 1.701 -0.782
H 5.803 1.167 -2.241
H 6.243 0.530 -0.650
C 0.572 6.673 5.226
C 1.020 5.630 4.237
C 0.341 5.452 3.034
C 0.762 4.508 2.112
C 1.876 3.724 2.372
C 2.561 3.888 3.566
C 2.133 4.835 4.489
S 2.331 2.447 1.195
O 3.752 2.241 1.452
O 1.988 2.979 -0.101
N 1.433 1.222 1.584
C 1.712 0.776 2.954
C 1.374 -0.684 3.218
O 1.621 -1.144 4.334
O 0.833 -1.331 2.257
H -0.517 6.721 5.283
H 0.928 7.667 4.941
H 0.954 6.459 6.225
H -0.537 6.055 2.820
H 0.235 4.359 1.180
H 3.433 3.279 3.763
H 2.668 4.948 5.425
H 1.127 1.352 3.686
H 2.764 0.892 3.233
C -3.737 -1.823 5.480
C -4.655 -1.402 4.524
C -4.241 -1.173 3.219
C -2.910 -1.351 2.823
C -2.004 -1.763 3.807
C -2.411 -2.001 5.117
Si -2.372 -1.062 1.001
C -3.032 -2.668 0.167
C -3.326 -2.636 -1.203
C -3.733 -3.770 -1.893
C -3.864 -4.984 -1.228
C -3.598 -5.040 0.133
C -3.193 -3.896 0.814
H -4.055 -2.000 6.502
H -5.694 -1.250 4.798
H -4.967 -0.845 2.481
H -0.955 -1.875 3.559
H -1.676 -2.307 5.852
H -3.493 -0.165 0.545
H -3.236 -1.699 -1.747
H -3.944 -3.703 -2.955
H -4.174 -5.874 -1.764
H -3.705 -5.978 0.669
H -3.004 -3.962 1.883
F 0.272 -7.915 1.556
C 1.200 -7.390 0.737
F 2.409 -7.757 1.227
F 1.071 -8.018 -0.455
C 1.084 -5.900 0.600
C 1.940 -5.239 -0.266
C 1.800 -3.868 -0.390
N 0.908 -3.160 0.297
C 0.114 -3.804 1.144
C 0.150 -5.183 1.318
H 2.685 -5.768 -0.845
H 2.429 -3.312 -1.074
H -0.568 -3.194 1.716
H -0.541 -5.661 1.996
```

Summary:
Energy relative to the best compared isomer or geometry (same formula, charge and spin) (kJ/mol): 0.0
Maximum force (eV Å⁻¹): 0.80
E (Eh): -5265.77428
Spin multiplicity: 6
Total charge: -2

Atomic partial charges in e from the Mulliken method, atoms 1 to 99:
1 Mn 2.36
2 C -1.79
3 C 0.60
4 C -1.49
5 P 0.89
6 C 1.16
7 C -2.06
8 C -1.64
9 C 0.62
10 C -0.65
11 C -1.33
12 C -0.91
13 C -0.96
14 C 0.22
15 N 0.55
16 C -0.62
17 C 0.54
18 C -0.69
19 C -1.43
20 C -0.53
21 C 0.27
22 P 1.28
23 C 0.36
24 C -1.23
25 C -1.89
26 C 0.54
27 C -1.35
28 C -1.69
29 H 0.54
30 H 0.30
31 H 0.40
32 H 0.56
33 H 0.00
34 H 0.69
35 H 0.12
36 H 0.10
37 H 0.33
38 H 0.41
39 H 0.41
40 H 0.21
41 H 0.55
42 H -0.04
43 H 0.04
44 H 0.33
45 H 0.32
46 H 0.40
47 H 0.24
48 H 0.41
49 H 0.31
50 H 0.27
51 H 0.64
52 H 0.19
53 H 0.49
54 H 0.12
55 H 0.35
56 H 0.35
57 H 0.48
58 H 0.54
59 H -0.09
60 H 0.03
61 H 0.57
62 H 0.20
63 H 0.37
64 H 0.45
65 C -1.52
66 C 1.20
67 C -0.76
68 C 0.01
69 C -1.58
70 C -0.39
71 C -0.91
72 S 1.72
73 O -0.81
74 O -0.72
75 N 0.57
76 C -0.41
77 C -0.17
78 O -0.83
79 O -0.64
80 H 0.35
81 H 0.28
82 H 0.36
83 H 0.36
84 H 0.32
85 H 0.43
86 H 0.32
87 H 0.11
88 H 0.36
89 C -0.42
90 C -0.60
91 C -0.42
92 C 0.55
93 C 0.00
94 C -0.93
95 Si 1.60
96 C 0.17
97 C -0.29
98 C -0.22
99 C -0.65